No. 1
Molecular formula: C39H106N12O17
Method: DFT, ωB97M-V/def2-TZVPD

Structure (XYZ):
```
174
C39H106N12O17 (ωB97M-V/def2-TZVPD)
C 0.601 0.790 0.622
O 1.428 0.252 -0.130
N 0.160 0.217 1.782
N 0.022 1.983 0.397
H -0.472 0.689 2.408
H 0.520 -0.683 2.037
H -0.634 2.254 1.109
H 0.089 2.585 -0.399
C -0.498 5.756 2.212
O -1.396 4.972 2.559
N -0.199 6.841 2.979
N 0.240 5.695 1.077
H -0.917 7.121 3.622
H 0.612 7.389 2.780
H 0.959 6.364 0.904
H -0.019 4.983 0.409
C -0.656 4.322 -2.542
O -0.147 4.232 -1.415
N 0.005 4.361 -3.708
N -2.008 4.426 -2.693
H 1.015 4.431 -3.720
H -0.424 4.590 -4.584
H -2.469 4.342 -3.577
H -2.526 4.355 -1.833
C -0.716 0.777 -3.011
O -0.217 -0.202 -3.871
C 1.008 0.169 -4.497
C 1.505 -1.060 -5.253
N 1.107 -0.909 -6.650
C 1.518 -2.111 -7.396
C 1.035 -2.083 -8.826
O -0.377 -1.968 -8.782
C -0.995 -1.636 -10.002
H -1.494 0.396 -2.349
H -1.182 1.612 -3.554
H 0.061 1.205 -2.368
H 1.672 0.567 -3.718
H 0.807 1.010 -5.170
H 1.009 -1.926 -4.794
H 2.568 -1.262 -5.123
H 0.094 -0.933 -6.743
H 1.141 -3.023 -6.911
H 2.608 -2.163 -7.337
H 1.362 -2.948 -9.410
H 1.421 -1.186 -9.328
H -0.912 -0.555 -10.161
H -2.001 -2.047 -10.000
H -0.460 -2.086 -10.849
C -6.317 -3.588 -5.241
O -5.845 -4.259 -4.102
C -4.846 -5.227 -4.445
C -4.094 -5.722 -3.217
N -2.994 -4.857 -2.804
C -3.460 -3.614 -2.197
C -2.285 -2.653 -1.992
O -1.425 -3.293 -1.046
C -0.104 -2.781 -1.079
H -5.474 -3.124 -5.770
H -6.931 -2.767 -4.870
H -6.900 -4.140 -5.985
H -4.138 -4.750 -5.126
H -5.372 -6.097 -4.849
H -3.667 -6.712 -3.395
H -4.788 -5.902 -2.382
H -2.404 -5.342 -2.148
H -3.926 -3.831 -1.227
H -4.228 -3.164 -2.824
H -2.610 -1.695 -1.567
H -1.774 -2.392 -2.923
H -0.090 -1.687 -1.161
H 0.467 -3.056 -1.972
H 0.387 -3.070 -0.154
C -4.508 -2.906 2.618
O -3.773 -2.309 1.558
C -2.395 -2.184 1.807
C -1.669 -3.498 2.154
N -2.140 -4.696 1.427
C -1.257 -5.825 1.700
C -1.532 -7.055 0.833
O -1.503 -6.881 -0.562
C -0.199 -6.545 -1.027
H -5.447 -2.348 2.551
H -4.109 -2.620 3.599
H -4.622 -3.984 2.530
H -2.240 -1.525 2.672
H -1.914 -1.698 0.962
H -1.771 -3.807 3.198
H -0.606 -3.314 1.955
H -2.019 -4.423 0.444
H -1.415 -6.136 2.739
H -0.179 -5.597 1.726
H -2.520 -7.449 1.087
H -0.919 -7.925 1.107
H 0.515 -7.296 -0.680
H 0.067 -5.563 -0.618
H -0.222 -6.416 -2.106
C 3.599 1.272 3.877
O 2.998 2.375 4.525
C 1.670 2.578 4.080
C 1.077 3.708 4.898
N 0.969 3.204 6.276
C 0.516 4.233 7.218
C 1.572 5.080 7.873
O 2.232 5.914 6.926
C 2.838 7.010 7.533
H 3.559 1.287 2.788
H 3.093 0.355 4.215
H 4.591 1.156 4.311
H 1.139 1.623 4.168
H 1.681 2.880 3.022
H 0.076 4.038 4.615
H 1.764 4.544 4.702
H 1.931 2.942 6.482
H -0.034 3.751 8.037
H -0.307 4.795 6.771
H 2.367 4.540 8.406
H 1.131 5.647 8.706
H 3.279 7.723 6.836
H 3.591 6.744 8.286
H 2.122 7.648 8.075
C 3.829 6.296 -7.420
O 4.607 5.530 -6.545
C 4.106 4.261 -6.165
C 2.821 4.454 -5.323
N 3.074 5.218 -4.092
C 3.608 4.339 -3.044
C 3.533 5.011 -1.683
O 3.948 4.113 -0.676
C 2.866 3.493 -0.029
H 3.324 5.666 -8.160
H 4.397 7.051 -7.965
H 3.109 6.904 -6.859
H 4.906 3.747 -5.631
H 3.990 3.668 -7.081
H 2.371 3.479 -5.131
H 2.148 5.003 -5.986
H 3.772 5.895 -4.383
H 4.652 4.098 -3.296
H 3.242 3.309 -2.971
H 2.528 5.400 -1.493
H 4.175 5.897 -1.723
H 2.107 3.133 -0.724
H 2.463 4.134 0.762
H 3.181 2.582 0.486
C -0.315 -5.652 6.106
O -1.629 -5.158 5.903
C -2.241 -4.433 6.933
C -1.668 -3.035 7.180
N -1.887 -2.219 5.959
C -0.790 -1.226 5.783
C 0.530 -1.833 5.313
O 0.519 -1.912 3.919
C 1.697 -2.532 3.430
H 0.338 -4.785 6.215
H -0.096 -6.361 5.314
H -0.255 -6.216 7.046
H -2.243 -4.947 7.906
H -3.297 -4.394 6.663
H -0.636 -3.063 7.539
H -2.331 -2.552 7.905
H -1.717 -2.914 5.228
H -0.609 -0.776 6.760
H -1.039 -0.468 5.041
H 0.819 -2.773 5.802
H 1.342 -1.194 5.703
H 1.788 -2.475 2.345
H 1.697 -3.608 3.644
H 2.560 -2.041 3.887
O -1.858 2.091 3.027
H -2.153 2.170 3.940
H -1.789 3.016 2.714
O 3.527 -1.169 0.896
H 4.196 -0.614 0.485
H 2.676 -0.835 0.532
```

Computed properties:
Charge: 0
SMILES string: COCCNCCOC.COCCNCCOC.COCCNCCOC.COCCNCCOC.COCCNCCOC.COCCNCCOC.NC(N)=O.NC(N)=O.NC(N)=O.O.O
Orbital gap: 8.294 eV
Relative energy (zero: lowest compared OMol25 entry of this formula, charge and spin): 80.5 kJ/mol

No. 2
Molecular formula: C39H107N5O14
Method: DFT, ωB97M-V/def2-TZVPD

Structure (XYZ):
```
165
C39H107N5O14 (ωB97M-V/def2-TZVPD)
C 3.231 3.455 3.536
C 3.209 4.807 4.292
O 4.270 4.805 5.268
O 2.846 2.266 4.291
H 4.273 3.344 3.180
H 2.492 3.473 2.756
H 2.215 4.867 4.839
H 3.234 5.683 3.651
H 4.756 5.682 5.207
H 3.432 2.213 5.087
C -1.897 -3.742 -3.644
C -0.583 -3.022 -4.184
O 0.372 -2.851 -3.061
O -1.656 -5.007 -3.173
H -2.510 -3.719 -4.524
H -2.265 -3.090 -2.903
H -0.861 -1.991 -4.520
H -0.055 -3.491 -4.987
H 0.635 -3.775 -2.801
H -1.367 -4.837 -2.224
C -2.935 -0.800 2.272
C -4.026 -0.080 1.452
C -4.053 1.391 1.894
O -3.714 -0.082 0.025
H -2.026 -0.232 2.155
H -2.729 -1.708 1.783
H -3.158 -0.886 3.318
H -4.929 -0.633 1.544
H -3.074 1.814 1.868
H -4.395 1.407 2.940
H -4.842 2.013 1.294
H -3.135 0.673 -0.202
C 3.709 -3.588 0.663
C 4.571 -2.445 0.184
C 6.032 -2.515 0.642
O 4.749 -2.339 -1.227
H 3.689 -3.555 1.773
H 4.172 -4.549 0.388
H 2.655 -3.640 0.380
H 4.182 -1.450 0.467
H 6.668 -1.725 0.310
H 6.402 -3.495 0.350
H 6.024 -2.556 1.752
H 3.919 -2.525 -1.728
C -0.061 -2.830 4.165
C 0.900 -3.335 5.206
C 2.276 -3.497 4.624
O 0.877 -2.438 6.331
H 0.287 -1.959 3.675
H -1.042 -2.606 4.626
H -0.208 -3.596 3.419
H 0.669 -4.334 5.611
H 2.662 -2.588 4.134
H 2.253 -4.237 3.828
H 3.042 -3.870 5.307
H 0.892 -1.531 6.063
C -0.917 1.612 4.556
C -0.494 0.933 5.814
C -1.383 -0.223 6.274
O 0.850 0.475 5.776
H -0.472 2.645 4.419
H -2.060 1.636 4.457
H -0.609 0.959 3.733
H -0.592 1.639 6.661
H -2.449 -0.031 6.090
H -1.259 -0.264 7.380
H -1.274 -1.218 5.792
H 1.398 0.982 5.186
C 4.370 0.386 -3.992
C 2.939 -0.019 -3.825
C 2.170 0.069 -5.157
O 2.908 -1.340 -3.181
H 4.886 -0.196 -4.733
H 4.794 0.251 -3.008
H 4.405 1.463 -4.188
H 2.433 0.692 -3.104
H 2.746 -0.381 -6.009
H 2.026 1.078 -5.513
H 1.186 -0.405 -5.023
H 1.957 -1.593 -3.143
C -6.442 -3.638 -1.094
C -5.124 -3.238 -1.643
C -5.169 -1.902 -2.358
O -5.973 -1.893 -3.504
C -5.234 -1.917 -4.755
N -4.129 -3.065 -0.628
H -6.694 -2.885 -0.374
H -6.390 -4.609 -0.609
H -7.200 -3.702 -1.868
H -4.857 -3.995 -2.356
H -4.168 -1.467 -2.449
H -5.720 -1.140 -1.812
H -5.900 -1.950 -5.608
H -4.703 -2.900 -4.741
H -4.493 -1.099 -4.666
H -4.301 -2.245 -0.077
H -4.170 -3.728 0.135
C 2.099 4.180 -0.008
C 1.326 5.061 0.980
C 0.448 6.106 0.250
O 1.292 6.881 -0.427
C 0.865 8.191 -0.436
N 0.532 4.106 1.815
H 1.470 3.333 -0.342
H 3.018 3.778 0.364
H 2.294 4.715 -0.925
H 2.034 5.608 1.597
H -0.083 6.642 1.147
H -0.340 5.554 -0.300
H -0.137 8.223 -0.917
H 1.475 8.815 -1.054
H 0.726 8.562 0.583
H 0.001 4.542 2.575
H -0.075 3.480 1.313
C -0.813 -0.044 -1.880
C -0.600 0.060 -0.403
C 0.877 -0.199 0.009
O 0.961 0.035 1.412
C 2.297 -0.106 1.917
N -1.061 1.334 0.093
H -1.879 -0.059 -2.263
H -0.423 -1.027 -2.257
H -0.340 0.764 -2.427
H -1.266 -0.699 0.023
H 1.562 0.443 -0.536
H 1.154 -1.234 -0.308
H 2.526 -1.169 1.998
H 2.276 0.355 2.911
H 2.911 0.280 1.210
H -0.665 1.448 1.020
H -0.846 2.141 -0.500
C -1.370 -5.349 1.247
C -0.264 -4.679 0.383
C 0.489 -5.662 -0.401
O 1.304 -4.942 -1.286
C 2.040 -5.649 -2.318
N -0.933 -3.800 -0.594
H -1.989 -4.580 1.772
H -0.925 -6.033 1.978
H -2.058 -5.894 0.647
H 0.366 -4.028 1.049
H -0.236 -6.253 -1.035
H 1.194 -6.242 0.262
H 1.313 -6.017 -3.020
H 2.571 -6.521 -1.870
H 2.771 -4.967 -2.640
H -1.717 -3.245 -0.232
H -0.270 -3.147 -1.025
C 1.067 3.913 -3.958
C 0.057 4.618 -3.144
C -0.652 5.628 -3.997
O -1.727 6.186 -3.298
C -2.638 6.798 -4.124
N -0.802 3.584 -2.528
H 1.677 3.245 -3.376
H 1.690 4.640 -4.464
H 0.602 3.319 -4.814
H 0.602 5.116 -2.352
H -1.069 5.092 -4.879
H 0.057 6.456 -4.248
H -2.224 7.482 -4.819
H -3.442 7.233 -3.486
H -3.260 6.108 -4.757
H -1.265 2.942 -3.179
H -1.541 4.026 -1.956
```

Computed properties:
Charge: 0
SMILES string: COC[C@H](C)N.COC[C@H](C)N.COC[C@H](C)N.COC[C@H](C)N.COC[C@H](C)N.CC(C)O.CC(C)O.CC(C)O.CC(C)O.CC(C)O.OCCO.OCCO
Orbital gap: 9.619 eV

No. 3
Molecular formula: C39H22Br2F15GeN5NiS
Method: DFT, ωB97M-V/def2-TZVPD

Structure (XYZ):
```
86
C39H22Br2F15GeN5NiS (ωB97M-V/def2-TZVPD)
Ni 1.527 0.391 1.447
N -0.021 0.244 2.913
C -0.567 1.484 3.475
C -1.242 2.307 2.393
C -0.310 2.958 1.389
N 0.428 1.991 0.558
H -0.720 -0.218 2.323
H 0.188 -0.418 3.655
H 0.251 2.048 3.930
H -1.302 1.260 4.259
H -1.802 3.110 2.879
H -1.981 1.687 1.878
H 0.424 3.561 1.910
H -0.895 3.631 0.752
H 1.035 2.524 -0.057
H -0.220 1.472 -0.033
Br 3.381 -2.461 -4.282
C 3.118 -1.531 -2.669
C 2.815 -0.179 -2.682
C 2.563 0.437 -1.468
N 2.620 -0.195 -0.302
C 2.968 -1.489 -0.298
C 3.214 -2.203 -1.462
C 3.065 -2.107 1.044
C 3.829 -3.245 1.276
C 3.913 -3.722 2.573
Br 4.934 -5.258 2.941
C 3.258 -3.054 3.597
C 2.531 -1.925 3.267
N 2.424 -1.463 2.026
H 2.742 0.376 -3.604
H 2.286 1.481 -1.438
H 3.439 -3.258 -1.439
H 4.362 -3.733 0.476
H 3.317 -3.392 4.620
H 2.022 -1.360 4.036
F -3.678 -1.623 -3.822
C -2.786 -0.641 -4.024
C -1.881 -0.342 -3.022
C -1.051 0.733 -3.264
F -0.201 1.170 -2.318
C -1.058 1.440 -4.458
F -0.221 2.465 -4.645
C -1.952 1.081 -5.454
F -1.980 1.749 -6.602
C -2.835 0.034 -5.231
F -3.715 -0.305 -6.172
Ge -1.958 -1.376 -1.329
S -0.378 -1.226 0.084
C -3.719 -0.703 -0.696
C -4.908 -1.400 -0.590
F -4.976 -2.686 -0.949
C -6.081 -0.813 -0.127
F -7.203 -1.522 -0.023
C -6.083 0.529 0.220
F -7.197 1.107 0.659
C -4.919 1.271 0.085
F -4.914 2.573 0.380
C -3.776 0.639 -0.371
F -2.677 1.401 -0.549
C -2.102 -3.288 -1.794
C -2.549 -4.163 -0.821
F -2.991 -3.676 0.347
C -2.580 -5.537 -0.998
F -3.034 -6.343 -0.038
C -2.126 -6.074 -2.194
F -2.141 -7.390 -2.387
C -1.646 -5.230 -3.183
F -1.183 -5.739 -4.324
C -1.643 -3.859 -2.964
F -1.125 -3.088 -3.937
C 3.091 1.380 2.480
C 3.077 2.828 2.389
C 2.762 3.645 3.492
C 2.668 5.015 3.381
C 2.883 5.633 2.148
C 3.248 4.853 1.046
C 3.357 3.486 1.174
C 2.758 7.050 2.019
N 2.654 8.189 1.916
H 3.091 1.032 3.516
H 3.943 0.947 1.951
H 2.601 3.181 4.456
H 2.421 5.618 4.244
H 3.455 5.333 0.098
H 3.660 2.894 0.319
```

Computed properties:
<S²>: 2.0110
Charge: 0
2S+1: 3
Orbital gap (spin up / spin down): 6.087 / 6.793 eV